Record 1
C6H14NO | ωB97M-V/def2-TZVPD

```
22
Properties=species:S:1:pos:R:3
C -2.06 0.88 -1.10
N -0.89 0.91 -0.23
C 0.00 -0.19 -0.52
C 0.69 -0.70 0.76
C -0.29 -1.51 1.62
C 1.31 0.50 1.50
C 1.08 0.16 -1.72
O 1.09 1.41 -2.13
H -2.41 -0.12 -1.33
H -1.93 1.43 -2.05
H -2.86 1.46 -0.61
H -0.37 1.76 -0.45
H -0.52 -1.06 -0.95
H 1.54 -1.30 0.43
H -0.11 -2.59 1.55
H -1.29 -1.27 1.25
H -0.23 -1.28 2.69
H 1.98 0.19 2.30
H 0.51 1.11 1.91
H 1.87 1.04 0.73
H 0.88 -0.66 -2.47
H 2.01 -0.18 -1.17
```

Net charge ... -1
SMILES ... CN[C@@H](C[O-])C(C)C
HOMO level ... -0.0920 Ha
F_max ... 1.9 eV/A
Orbital gap ... 6.50 eV



Record 2
C39H37Ge2MoN4O4 | ωB97M-V/def2-TZVPD

```
87
Properties=species:S:1:pos:R:3
Mo 0.08 0.94 0.25
O 3.31 3.29 1.10
C 2.53 2.46 0.73
O 1.25 2.41 1.03
C 2.97 1.31 -0.16
C 4.26 1.08 -0.61
C 4.49 -0.02 -1.43
C 3.45 -0.87 -1.78
C 2.19 -0.58 -1.29
N 1.99 0.49 -0.51
C 0.96 -1.40 -1.54
O 0.97 -2.42 -2.17
O -0.16 -0.88 -1.00
H 5.05 1.77 -0.32
H 5.49 -0.22 -1.79
H 3.60 -1.75 -2.40
C 0.62 1.69 -3.15
C -0.38 2.61 -2.52
C -0.90 3.67 -3.26
C -1.81 4.53 -2.68
C -2.20 4.30 -1.37
C -1.66 3.23 -0.68
N -0.74 2.40 -1.24
C -2.10 2.93 0.70
C -2.99 3.71 1.42
C -3.27 3.34 2.73
C -2.67 2.23 3.29
C -1.79 1.49 2.51
N -1.55 1.85 1.24
C -1.03 0.30 3.00
C -1.30 -0.26 4.23
C -0.55 -1.34 4.67
C 0.44 -1.83 3.84
C 0.66 -1.25 2.59
C 1.69 -1.84 1.69
N -0.05 -0.19 2.18
H 0.65 1.87 -4.23
H 1.62 1.87 -2.76
H 0.34 0.65 -2.99
H -0.58 3.80 -4.28
H -2.21 5.36 -3.25
H -2.92 4.96 -0.91
H -3.45 4.58 1.00
H -3.96 3.94 3.32
H -2.85 1.97 4.32
H -2.09 0.14 4.85
H -0.73 -1.78 5.64
H 1.04 -2.67 4.14
H 2.22 -2.64 2.20
H 1.21 -2.28 0.81
H 2.42 -1.10 1.37
C -2.49 -0.70 -4.83
Ge -2.12 -2.36 -3.85
C -3.72 -3.49 -3.77
C -0.64 -3.30 -4.69
Ge -1.89 -1.82 -1.46
C -1.62 -3.30 -0.24
C -1.32 -4.55 -0.79
C -1.01 -5.63 0.02
C -1.01 -5.49 1.40
C -1.30 -4.26 1.96
C -1.60 -3.17 1.15
C -3.08 -0.42 -0.84
C -3.79 -0.52 0.36
C -4.78 0.39 0.68
C -5.11 1.41 -0.21
C -4.43 1.51 -1.42
C -3.42 0.60 -1.72
H -2.42 -0.92 -5.90
H -1.77 0.09 -4.61
H -3.49 -0.34 -4.63
H -4.04 -3.74 -4.78
H -4.55 -2.98 -3.27
H -3.52 -4.42 -3.23
H -1.00 -3.65 -5.66
H -0.31 -4.17 -4.12
H 0.22 -2.65 -4.86
H -1.32 -4.68 -1.87
H -0.77 -6.59 -0.43
H -0.78 -6.34 2.03
H -1.31 -4.15 3.04
H -1.80 -2.22 1.63
H -3.60 -1.35 1.05
H -5.34 0.29 1.61
H -5.91 2.09 0.02
H -4.70 2.28 -2.13
H -2.93 0.68 -2.69
```

Net charge ... +2
HOMO level (spin up / spin down) ... -0.5020 / -0.5201 Ha
F_max ... 0.5 eV/A
Orbital gap (spin up / spin down) ... 7.68 / 7.67 eV
2S+1 ... 4



Record 3
C22H42NOP3SY | ωB97M-V/def2-TZVPD

```
71
Properties=species:S:1:pos:R:3
Y 0.11 -0.41 -1.47
P 0.46 -0.51 2.29
P 0.18 -2.98 -0.33
P -0.56 2.51 -0.04
H -1.93 -2.29 -3.16
C -1.39 -1.35 -3.38
C -0.03 -1.18 -3.61
H 0.71 -1.98 -3.66
C -1.01 -0.41 3.39
C 1.43 -1.74 3.23
C 1.37 0.93 2.95
C -0.15 -3.88 -1.86
C 1.76 -3.77 0.14
C -1.06 -3.76 0.77
C -1.19 3.67 -1.29
C 0.76 3.57 0.67
C -2.02 2.53 1.07
H -2.06 -0.73 -3.97
H 0.31 -0.23 -4.02
H -0.72 -0.67 4.42
H -1.74 -1.14 3.03
H -1.45 0.59 3.37
H 1.24 -1.60 4.30
H 2.50 -1.61 3.06
H 1.16 -2.76 2.97
H 1.14 1.10 4.01
H 1.09 1.83 2.39
H 2.46 0.83 2.84
H -0.49 -4.91 -1.68
H 0.74 -3.87 -2.50
H -0.95 -3.31 -2.34
H 1.59 -4.75 0.61
H 2.34 -3.11 0.80
H 2.35 -3.92 -0.78
H -1.35 -4.73 0.34
H -1.95 -3.11 0.82
H -0.67 -3.90 1.79
H -1.09 4.69 -0.86
H -2.24 3.48 -1.55
H -0.56 3.59 -2.19
H 0.69 4.57 0.24
H 1.72 3.13 0.38
H 0.68 3.65 1.76
H -2.55 3.49 0.95
H -1.74 2.36 2.12
H -2.68 1.71 0.74
C -2.80 0.99 -2.27
C -3.86 0.29 -1.69
C -5.15 0.61 -2.08
C -5.38 1.64 -2.99
C -4.30 2.32 -3.56
C -3.01 1.89 -3.32
O -1.58 0.78 -1.81
H -1.11 -0.39 0.19
H -3.60 -0.51 -0.99
H -5.97 0.05 -1.63
H -6.40 1.85 -3.32
H -4.40 3.17 -4.23
H -2.13 2.33 -3.78
S 2.66 0.69 -1.20
C 3.67 0.52 0.17
N 4.11 1.65 0.86
C 4.96 1.59 1.95
C 5.48 0.37 2.35
C 5.03 -0.80 1.71
C 4.12 -0.72 0.65
H 3.81 2.59 0.54
H 5.25 2.54 2.43
H 6.24 0.31 3.13
H 5.36 -1.79 2.06
H 3.81 -1.58 0.07
```

Net charge ... +3
HOMO level (spin up / spin down) ... -0.6003 / -0.5968 Ha
F_max ... 5.8 eV/A
Orbital gap (spin up / spin down) ... 5.36 / 4.81 eV



Record 4
C49H50N2P2PdSi | ωB97M-V/def2-TZVPD

```
105
Properties=species:S:1:pos:R:3
Pd 0.74 0.23 0.17
C 3.20 0.04 2.30
P 1.37 0.23 2.48
C 1.06 1.77 3.35
C 2.03 2.45 4.09
C 1.68 3.59 4.81
C 0.37 4.05 4.79
C -0.60 3.38 4.06
C -0.26 2.24 3.33
C 0.80 -1.08 3.57
C -0.44 -1.66 3.35
C -0.91 -2.64 4.21
C -0.14 -3.04 5.29
C 1.10 -2.45 5.52
C 1.57 -1.47 4.67
C 3.61 0.79 1.08
C 4.59 1.83 0.91
C 4.31 2.43 -0.29
C 3.16 1.74 -0.82
C 2.15 2.18 -1.81
P 0.66 2.58 -0.72
C -0.84 2.52 -1.72
C -1.72 3.56 -1.75
C -2.92 3.47 -2.49
C -3.15 2.36 -3.33
C -2.30 1.30 -3.31
C -1.21 1.18 -2.29
C 1.01 4.27 -0.23
C 1.35 4.55 1.09
C 1.73 5.84 1.44
C 1.76 6.84 0.49
C 1.43 6.56 -0.83
C 1.06 5.28 -1.20
N 2.83 0.71 -0.02
H 3.38 -1.04 2.16
H 3.76 0.35 3.18
H 3.05 2.10 4.13
H 2.43 4.10 5.39
H 0.10 4.93 5.35
H -1.62 3.73 4.04
H -1.02 1.73 2.75
H -1.05 -1.35 2.51
H -1.88 -3.09 4.05
H -0.50 -3.80 5.97
H 1.70 -2.76 6.37
H 2.53 -1.00 4.87
H 5.37 2.08 1.61
H 4.80 3.26 -0.75
H 1.87 1.36 -2.48
H 2.48 3.03 -2.41
H -1.51 4.49 -1.24
H -3.62 4.30 -2.48
H -3.99 2.37 -4.00
H -2.47 0.46 -3.97
H -0.33 0.72 -2.76
H 1.33 3.78 1.83
H 1.99 6.06 2.47
H 2.05 7.85 0.77
H 1.47 7.35 -1.58
H 0.82 5.07 -2.23
C -1.72 0.18 -1.20
Si -1.90 -1.70 -1.51
C -0.54 -2.53 -0.45
N 0.82 -1.93 -0.43
C 1.70 -2.71 0.48
C 1.90 -4.16 0.05
C 2.21 -4.26 -1.45
C 2.57 -2.89 -2.01
C 1.42 -1.91 -1.81
C -3.55 -2.22 -0.83
C -3.74 -2.39 0.55
C -4.99 -2.67 1.07
C -6.08 -2.78 0.22
C -5.92 -2.61 -1.14
C -4.66 -2.34 -1.66
C -1.72 -2.32 -3.27
C -2.20 -3.62 -3.48
C -2.05 -4.27 -4.69
C -1.40 -3.64 -5.74
C -0.90 -2.35 -5.56
C -1.06 -1.71 -4.34
H -1.17 0.26 -0.23
H -2.71 0.52 -0.87
H -0.48 -3.57 -0.81
H -0.88 -2.60 0.59
H 1.27 -2.66 1.49
H 2.66 -2.20 0.50
H 1.03 -4.76 0.31
H 2.72 -4.57 0.65
H 1.35 -4.65 -2.00
H 3.02 -4.96 -1.63
H 2.77 -2.95 -3.08
H 3.49 -2.51 -1.55
H 0.62 -2.17 -2.51
H 1.74 -0.89 -2.05
H -2.90 -2.31 1.24
H -5.12 -2.81 2.14
H -7.06 -3.01 0.63
H -6.77 -2.70 -1.81
H -4.55 -2.22 -2.73
H -2.73 -4.14 -2.68
H -2.43 -5.28 -4.82
H -1.29 -4.14 -6.70
H -0.39 -1.85 -6.38
H -0.63 -0.72 -4.24
```

Net charge ... +2
HOMO level (spin up / spin down) ... -0.4361 / -0.4939 Ha
F_max ... 0.5 eV/A
Orbital gap (spin up / spin down) ... 7.42 / 5.95 eV
2S+1 ... 5



Record 5
C2H7N3O2 | ωB97M-V/def2-TZVPD

```
14
Properties=species:S:1:pos:R:3
C 1.07 1.11 -0.35
C 0.23 -1.45 0.14
N 0.42 0.68 0.90
N -0.24 -0.44 0.94
N -1.86 0.09 -0.04
O -2.54 -0.84 -0.37
O -1.99 1.28 -0.10
H 0.50 0.94 -1.26
H 1.37 2.16 -0.11
H 1.97 0.38 -0.56
H -0.46 -2.38 -0.06
H 0.37 -1.09 -0.89
H 1.12 -1.86 0.39
H 0.04 1.44 1.37
```

Net charge ... 0
HOMO level (spin up / spin down) ... -0.3075 / -0.3075 Ha
F_max ... 5.8 eV/A
Orbital gap (spin up / spin down) ... 8.93 / 8.93 eV



Record 6
C18H11Br6Cu2F21N3O24S6 | ωB97M-V/def2-TZVPD

```
91
Properties=species:S:1:pos:R:3
Cu -2.40 2.19 0.84
Cu 3.14 2.38 3.17
C -0.89 -3.01 -1.03
F 0.31 -2.55 -0.60
F -1.46 -2.26 -2.03
F -0.87 -4.30 -1.48
S -2.03 -2.99 0.52
O -3.46 -2.89 0.03
O -1.68 -4.25 1.06
N -1.54 -1.47 1.35
S -0.64 -1.95 2.54
O 0.37 -3.02 2.31
O -0.02 -0.71 2.97
C -1.86 -2.49 3.97
F -2.91 -3.24 3.47
F -1.23 -3.31 4.83
F -2.32 -1.44 4.55
C 6.89 0.34 5.76
F 7.34 0.04 4.50
F 7.74 -0.17 6.74
F 6.79 1.68 5.83
S 5.17 -0.38 5.88
O 4.77 -0.72 4.52
O 5.11 -1.38 6.88
N 4.11 1.02 6.34
S 3.90 0.90 7.92
O 2.86 -0.11 8.22
O 5.11 0.96 8.66
C 2.85 2.59 8.43
F 3.71 3.48 9.01
F 2.27 3.18 7.33
F 1.99 2.26 9.27
C 0.95 7.28 -5.68
F 0.89 8.57 -6.14
F 0.62 7.49 -4.44
F 0.07 6.66 -6.30
S 2.70 6.34 -5.85
O 3.26 6.80 -7.06
O 3.50 6.68 -4.64
N 2.22 4.65 -5.80
S 1.82 4.45 -7.36
O 1.21 5.47 -8.18
O 2.82 3.62 -8.07
C 0.26 3.33 -7.07
F -0.53 3.82 -6.08
F -0.48 3.19 -8.24
F 0.57 2.10 -6.68
C 0.70 4.62 0.04
O 1.72 5.20 -0.31
O 0.57 4.25 1.18
O 0.32 3.73 -0.73
C 5.47 -3.57 -6.61
C 6.65 -2.72 -5.98
O 6.06 -1.66 -5.27
C 4.81 -1.55 -5.50
O 4.04 -0.75 -4.95
O 4.43 -2.56 -6.34
F 7.18 -2.18 -7.07
H 5.15 -4.54 -6.24
H 5.57 -3.64 -7.69
H 7.31 -3.37 -5.41
C -5.71 0.26 -6.41
C -6.80 1.23 -6.17
O -6.59 1.72 -4.87
C -5.37 1.37 -4.48
O -4.66 1.72 -3.49
O -4.90 0.48 -5.39
F -8.03 0.73 -6.18
H -5.17 0.36 -7.35
H -6.09 -0.75 -6.34
H -6.70 2.07 -6.85
C -8.70 -2.62 2.21
C -9.80 -1.57 1.89
O -9.09 -0.57 1.06
C -7.79 -0.58 1.68
O -6.93 0.25 1.34
O -7.76 -1.55 2.53
F -10.37 -1.12 3.00
H -8.46 -3.25 1.35
H -9.05 -3.15 3.09
H -10.64 -2.05 1.38
C 6.13 -6.26 0.88
Br 7.62 -5.41 -0.23
Br 6.87 -7.09 2.51
Br 5.12 -7.56 -0.26
H 5.35 -5.55 1.15
C -2.55 -2.24 12.12
Br -2.74 -3.29 13.79
Br -3.13 -0.27 12.41
Br -3.53 -3.12 10.60
H -1.52 -2.30 11.79
```

Net charge ... -1
HOMO level (spin up / spin down) ... -0.2629 / -0.2629 Ha
F_max ... 5.8 eV/A
Orbital gap (spin up / spin down) ... 4.00 / 2.39 eV
2S+1 ... 3



Record 7
C3H4Cl2 | ωB97M-V/def2-TZVPD

```
9
Properties=species:S:1:pos:R:3
C -0.94 -0.40 0.30
C 0.58 -0.41 0.36
C 0.15 0.62 -0.55
Cl 0.10 0.45 -2.28
Cl 0.73 2.20 0.00
H -1.37 -0.98 -0.38
H -1.29 0.08 1.18
H 1.03 -0.17 1.30
H 1.02 -1.40 0.07
```

Net charge ... 0
SMILES ... ClC1(Cl)CC1
HOMO level ... -0.3517 Ha
F_max ... 7.0 eV/A
Orbital gap ... 10.42 eV



Record 8
C11H11NO2Tc | ωB97M-V/def2-TZVPD

```
26
Properties=species:S:1:pos:R:3
Tc -0.14 0.46 -2.27
C -0.91 0.78 -4.12
H -0.07 1.50 -4.36
H -0.86 -0.14 -4.75
H -1.91 1.28 -4.19
H -1.35 -0.60 -2.12
H -1.33 -0.32 -1.29
O 3.25 -1.48 -1.87
C 2.23 -0.86 -1.66
O 1.52 -0.31 -2.67
C 1.64 -0.67 -0.31
C 2.29 -1.12 0.84
C 1.68 -0.87 2.04
C 0.42 -0.24 2.10
C -0.23 0.02 3.32
C -1.48 0.61 3.34
C -2.11 0.97 2.15
C -1.49 0.76 0.92
C -0.22 0.16 0.88
N 0.43 -0.10 -0.29
H 3.24 -1.61 0.70
H 2.15 -1.18 2.96
H 0.29 -0.29 4.23
H -1.95 0.80 4.29
H -3.10 1.43 2.18
H -1.98 1.03 -0.02
```

Net charge ... +2
HOMO level (spin up / spin down) ... -0.6158 / -0.6286 Ha
F_max ... 3.7 eV/A
Orbital gap (spin up / spin down) ... 7.41 / 4.71 eV
2S+1 ... 4



Record 9
C31H36FN3O3 | ωB97M-V/def2-TZVPD

```
74
Properties=species:S:1:pos:R:3
C -6.33 -0.31 -1.40
H -6.31 0.71 -1.03
H -7.27 -0.48 -1.90
H -5.52 -0.43 -2.11
C -6.19 -1.32 -0.26
N -4.88 -1.30 0.38
C -4.72 -2.46 1.25
C -3.27 -2.74 1.63
C -2.35 -2.78 0.40
N -1.28 -1.81 0.51
C 0.00 -2.16 0.74
O 0.40 -3.31 0.73
C 0.97 -1.00 1.02
C 0.34 0.36 1.04
C -0.19 0.91 2.20
C -0.76 2.17 2.18
C -0.78 2.91 1.01
C -0.27 2.36 -0.16
C 0.28 1.09 -0.15
C 0.75 0.50 -1.43
O 0.39 0.94 -2.51
N 1.57 -0.58 -1.32
C 2.06 -1.22 -2.51
H 1.46 -0.85 -3.34
C 3.54 -0.91 -2.79
O 4.34 -1.64 -1.89
C 5.70 -1.33 -1.99
H 6.22 -1.95 -1.26
H 5.89 -0.28 -1.76
H 6.09 -1.55 -2.99
H 3.78 -1.19 -3.82
H 3.72 0.17 -2.67
H 1.95 -2.30 -2.42
C 2.08 -1.04 -0.05
C 3.29 -0.26 0.43
C 4.20 -0.90 1.26
C 5.32 -0.24 1.74
C 5.52 1.08 1.36
C 4.63 1.74 0.53
C 3.52 1.06 0.07
H 2.83 1.57 -0.58
H 4.82 2.76 0.25
F 6.61 1.73 1.81
H 6.03 -0.73 2.38
H 4.04 -1.93 1.54
H 2.38 -2.09 -0.18
H -0.28 2.91 -1.08
H -1.21 3.90 1.00
H -1.16 2.59 3.09
H -0.16 0.34 3.12
H 1.42 -1.22 1.99
H -1.54 -0.84 0.53
H -1.87 -3.75 0.29
H -2.93 -2.56 -0.50
H -3.24 -3.70 2.15
H -2.90 -1.99 2.32
H -5.11 -3.33 0.71
H -5.32 -2.36 2.17
C -4.62 -0.04 1.07
C -4.11 1.04 0.15
C -3.28 0.74 -0.92
C -2.82 1.73 -1.76
C -3.17 3.05 -1.53
C -3.98 3.37 -0.45
C -4.44 2.37 0.38
H -5.08 2.62 1.22
H -4.26 4.39 -0.26
H -2.82 3.83 -2.19
H -2.17 1.48 -2.59
H -3.03 -0.29 -1.12
H -3.86 -0.22 1.83
H -5.52 0.31 1.59
H -6.99 -1.14 0.48
H -6.33 -2.32 -0.68
```

Net charge ... 0
SMILES ... CCN(CCCNC(=O)[C@@H]1c2ccccc2C(=O)N(CCOC)[C@H]1c1ccc(F)cc1)Cc1ccccc1
HOMO level ... -0.3233 Ha
F_max ... 0.6 eV/A
Orbital gap ... 9.36 eV